{"formula": "C42H33AsF5GaN5SSe", "method": "ωB97M-V/def2-TZVPD", "relative_energy_kcal_mol": 5.13, "homo_lumo_gap_ev": 6.13, "total_energy_ev": -254520.840, "charge": 1, "symbols": ["Ga", "Se", "N", "C", "C", "C", "C", "C", "N", "C", "C", "N", "C", "C", "C", "C", "C", "N", "H", "H", "H", "H", "H", "H", "F", "C", "C", "F", "C", "F", "C", "S", "C", "F", "C", "F", "C", "C", "C", "C", "C", "C", "As", "N", "C", "C", "C", "C", "C", "C", "C", "C", "C", "C", "C", "C", "C", "C", "C", "C", "C", "C", "H", "H", "H", "H", "H", "H", "H", "H", "H", "H", "H", "H", "H", "H", "H", "H", "H", "H", "H", "H", "H", "H", "H", "H", "H", "H", "H"], "xyz": [[-0.07912, 2.20746, -0.67848], [5.50802, 0.69013, 4.15743], [5.46504, 0.87608, 2.38812], [4.25997, 1.26540, 2.07696], [3.81463, 1.49436, 0.70710], [4.63161, 1.34691, -0.41388], [4.10311, 1.56808, -1.66934], [2.76024, 1.89690, -1.78859], [1.97865, 2.03629, -0.72185], [2.49079, 1.85594, 0.50542], [1.57005, 2.07054, 1.62256], [0.31181, 2.43336, 1.30688], [-0.56904, 2.65795, 2.27459], [-0.23284, 2.51853, 3.61515], [1.04203, 2.11628, 3.94977], [1.97457, 1.88923, 2.93524], [3.34479, 1.44560, 3.17615], [3.81221, 1.18699, 4.36604], [5.66598, 1.05794, -0.27899], [4.70775, 1.46780, -2.55905], [2.29661, 2.05193, -2.75482], [-1.57031, 2.92862, 1.96959], [-0.97895, 2.70984, 4.37254], [1.33787, 1.97437, 4.98124], [-5.95384, 5.31344, -2.19719], [-4.66288, 5.05101, -2.06675], [-4.23946, 4.05349, -1.20627], [-5.11792, 3.35447, -0.49577], [-2.88858, 3.80117, -1.08809], [-2.50118, 2.83223, -0.21899], [-1.92430, 4.49613, -1.79358], [-0.19151, 4.19506, -1.67233], [-2.37849, 5.49604, -2.64578], [-1.50249, 6.20396, -3.35434], [-3.72603, 5.77571, -2.78637], [-4.12572, 6.73308, -3.61125], [5.70603, -2.41886, 0.46081], [4.24390, -2.07387, 0.40073], [3.61371, -1.79527, -0.80194], [2.26472, -1.45020, -0.88404], [1.68936, -1.23620, -2.25844], [1.50678, -1.38848, 0.29550], [-0.26560, -0.57284, 0.58308], [-0.67834, 0.46024, -0.92988], [-1.36599, 0.09020, -2.11264], [-1.74629, -1.22444, -2.38229], [-2.40989, -1.54769, -3.55707], [-2.71080, -0.57887, -4.50130], [-2.33141, 0.72992, -4.24844], [-1.67069, 1.05890, -3.07463], [-1.59491, -1.99718, 0.73053], [-2.83959, -1.56898, 1.21312], [-3.21401, -0.11664, 1.39668], [-3.81120, -2.51282, 1.53493], [-3.58343, -3.87044, 1.39757], [-4.63647, -4.88404, 1.74685], [-2.34880, -4.27576, 0.90146], [-1.35080, -3.37451, 0.55937], [-0.07241, -3.93915, -0.00457], [2.11975, -1.72004, 1.52101], [1.35685, -1.78761, 2.82605], [3.46960, -2.04602, 1.55363], [6.17679, -2.32489, -0.51737], [5.85195, -3.44487, 0.80286], [6.23142, -1.76343, 1.15773], [4.18870, -1.85204, -1.72134], [2.48382, -1.21677, -3.00503], [1.11141, -0.32158, -2.33818], [1.01047, -2.04775, -2.53005], [-1.53234, -2.00641, -1.67305], [-2.69266, -2.57867, -3.72959], [-3.22720, -0.83785, -5.41533], [-2.54655, 1.51002, -4.96781], [-1.39376, 2.09642, -2.92410], [-2.57822, 0.56600, 0.83752], [-3.17128, 0.16093, 2.45340], [-4.23613, 0.04862, 1.05458], [-4.77581, -2.16786, 1.89269], [-5.53393, -4.40648, 2.13640], [-4.26907, -5.58338, 2.49929], [-4.91735, -5.46872, 0.86946], [-2.15948, -5.33542, 0.76573], [-0.22641, -4.97673, -0.29761], [0.74510, -3.91496, 0.71758], [0.26179, -3.38818, -0.88316], [0.29833, -2.01216, 2.69974], [1.43114, -0.85490, 3.39272], [1.77477, -2.57990, 3.44764], [3.92143, -2.31063, 2.50606]]}

{"formula": "C42H33BCdCl2N7O2PS3Se", "method": "ωB97M-V/def2-TZVPD", "relative_energy_kcal_mol": 12.23, "homo_lumo_gap_ev": 5.69, "total_energy_ev": -196043.042, "charge": -2, "symbols": ["Cd", "N", "P", "C", "C", "C", "C", "C", "C", "C", "C", "C", "C", "C", "C", "C", "C", "C", "C", "C", "N", "H", "H", "H", "H", "H", "H", "H", "H", "H", "H", "H", "H", "H", "H", "H", "S", "C", "C", "N", "C", "S", "C", "N", "Cl", "C", "C", "C", "C", "C", "Cl", "C", "S", "H", "H", "H", "Se", "N", "C", "C", "C", "C", "N", "C", "N", "H", "H", "H", "C", "C", "C", "C", "C", "C", "C", "C", "O", "B", "O", "C", "C", "H", "H", "H", "H", "H", "H", "H", "H", "H", "H", "H", "H"], "xyz": [[0.53299, 0.39949, 0.25458], [-0.05544, -3.00428, 0.52914], [0.54973, -1.82354, 1.64258], [-0.52985, -2.19061, 3.06269], [-1.91389, -2.28209, 2.82675], [-2.79496, -2.69863, 3.82477], [-2.31444, -3.04263, 5.08970], [-0.95417, -2.88641, 5.35839], [-0.05874, -2.47287, 4.35961], [2.19195, -2.43331, 2.12277], [2.27888, -3.71815, 2.62827], [3.48866, -4.27401, 3.05777], [4.68789, -3.51583, 3.00903], [4.64824, -2.27285, 2.40551], [3.42697, -1.75720, 1.92132], [-0.63622, -2.82424, -0.71304], [-0.94740, -3.97549, -1.47863], [-1.22925, -3.79903, -2.83284], [-1.31945, -2.50797, -3.38453], [-1.16810, -1.44455, -2.50171], [-0.84988, -1.59228, -1.20462], [0.30924, -3.95282, 0.64906], [-2.29204, -2.03204, 1.83148], [-3.86588, -2.81019, 3.59616], [-2.98755, -3.35135, 5.89296], [-0.63010, -3.03453, 6.37124], [0.99912, -2.30475, 4.61444], [1.38926, -4.35024, 2.75919], [3.43622, -5.28351, 3.46248], [5.60859, -3.90393, 3.43143], [5.55214, -1.71027, 2.24983], [3.25152, -0.81265, 0.14344], [-0.88066, -4.97282, -1.04876], [-1.37832, -4.70844, -3.44702], [-1.54066, -2.30921, -4.45273], [-1.26634, -0.40490, -2.84222], [-0.26523, 2.72666, 1.39317], [1.11781, 3.36825, 2.16609], [0.88956, 4.29989, 3.26764], [0.80808, 4.95510, 4.24068], [2.44264, 3.06605, 1.91392], [2.80870, 1.86601, 0.65838], [3.47765, 3.81765, 2.51662], [4.35193, 4.42717, 3.01207], [2.26280, 0.23621, -2.65187], [3.52986, -0.86163, -3.13900], [4.40027, -0.35847, -4.11090], [5.40571, -1.20898, -4.64871], [5.46960, -2.53777, -4.23487], [4.64280, -3.01222, -3.20884], [5.02387, -4.57210, -2.70420], [3.59591, -2.21270, -2.60096], [2.59858, -2.83473, -1.35806], [4.27803, 0.68676, -4.45265], [6.11928, -0.83742, -5.39414], [6.16297, -3.28228, -4.65631], [2.22793, -0.66455, 6.73324], [3.48612, 0.00269, 5.80089], [3.38708, 0.48364, 4.55683], [4.60925, 0.81882, 3.89798], [4.81443, 1.07622, 2.56973], [4.04330, 0.67727, 1.32249], [3.34246, -0.60298, 1.14503], [2.09196, 0.54174, 3.97443], [1.09458, 0.48906, 3.35813], [5.46210, 0.89283, 4.56425], [5.63024, 1.73815, 2.31961], [4.78351, 0.75059, 0.49033], [-6.80708, 4.75260, -3.98754], [-6.36662, 3.63153, -3.02544], [-6.88831, 2.32441, -3.70528], [-7.08856, 3.87493, -1.69317], [-4.86870, 3.53189, -2.76752], [-3.98051, 4.50803, -3.27701], [-2.56080, 4.41224, -3.06643], [-2.09274, 3.29550, -2.38836], [-0.76465, 2.85849, -2.12970], [-0.84996, 1.64541, -1.39207], [-2.25192, 1.29544, -1.32099], [-2.98057, 2.34509, -1.86851], [-4.37338, 2.46102, -1.99692], [-7.91157, 4.73439, -4.08928], [-6.35337, 4.64999, -4.99084], [-6.56311, 5.76082, -3.60717], [-7.91213, 2.40021, -4.07098], [-6.79899, 1.45307, -3.03054], [-6.24321, 2.05948, -4.55073], [-8.15888, 4.03867, -1.86469], [-6.73919, 4.79214, -1.20302], [-6.91663, 3.05314, -0.97852], [-4.39296, 5.33434, -3.88085], [-1.91568, 5.18473, -3.48460], [-5.05232, 1.72564, -1.55925]]}